Record 1
Below is the molecule C4H12N2O in a non-equilibrium geometry, with properties calculated with ωB97M-V with the def2-TZVPD basis set.

The geometry in ORCA input format:
```
! wB97M-V def2-TZVPD RIJCOSX def2/J DEFGRID3
* xyz 0 1
N 1.16955 2.41242 0.48178
C -0.06168 1.68591 0.23961
C 0.08815 0.18561 0.34391
N 1.51965 -0.18278 0.11218
C -0.88732 -0.55603 -0.61146
C -1.34652 -1.89148 -0.13143
O -0.32633 -2.90493 -0.34605
H 2.02521 1.90852 0.57585
H 1.17614 3.40525 0.61078
H -0.85448 2.02731 0.90152
H -0.35177 1.90327 -0.80554
H -0.03667 -0.21658 1.36808
H 1.75548 -1.15990 0.04883
H 1.89981 0.28726 -0.70068
H -0.44862 -0.38783 -1.61000
H -1.77451 0.10445 -0.59978
H -1.84161 -1.79912 0.83027
H -2.14904 -2.28294 -0.76377
H 0.44457 -2.53842 0.05591
*
```

Its energy above the lowest of the compared OMol25 structures with the same formula, charge and spin is 46.88 kcal per mole. The SMILES is NC[C@H](N)CCO. For the LUMO energy, the calculation gives 0.990 eV. Its total energy is -344.3103 Ha.

natural (NBO) atomic charge list, values in e, 2 entries:
1. N -0.898
2. C -0.215

=====

Record 2
Below is the molecule C3H5NS2 in a non-equilibrium geometry, with properties calculated with ωB97M-V with the def2-TZVPD basis set.

The geometry in ORCA input format:
```
! wB97M-V def2-TZVPD RIJCOSX def2/J DEFGRID3
* xyz 0 1
C -0.12271 1.40840 0.80538
C 0.48820 0.41376 -0.22785
S -0.79949 -0.21745 -1.29019
C -0.55603 -1.85202 -0.76405
N 0.34402 -2.23271 0.06086
S 1.33650 -0.94312 0.59449
H -0.85791 0.95526 1.37878
H 0.76810 1.85806 1.29625
H -0.55337 2.18464 0.21279
H 1.23216 0.96049 -0.80747
H -1.27947 -2.53531 -1.25898
*
```

Its energy above the lowest of the compared OMol25 structures with the same formula, charge and spin is 21.01 kcal per mole. The SMILES is C[C@@H]1SC=NS1. For the LUMO energy, the calculation gives 0.718 eV. Its total energy is -968.4116 Ha.

natural (NBO) atomic charge list, values in e, 2 entries:
1. C -0.606
2. C -0.541

=====

Record 3
Below is a structure of composition C4H14N3PtS in a non-equilibrium geometry, with properties calculated with ωB97M-V with the def2-TZVPD basis set.

The geometry in ORCA input format:
```
! wB97M-V def2-TZVPD RIJCOSX def2/J DEFGRID3
* xyz -1 3
C 1.23668 1.58681 -3.24713
Pt 0.04641 0.90249 -1.49940
N -1.56003 0.16674 -2.68283
H 1.42228 0.99623 -0.67137
H 1.26240 0.52165 -2.86300
H 2.22429 2.01079 -3.06980
H 0.50659 2.30115 -2.78904
H 0.95756 1.53210 -4.29675
H -2.42493 0.26716 -2.14845
H -1.39062 -0.84099 -2.81076
H -1.73195 0.55741 -3.61744
S -1.41235 0.85952 0.32122
C -0.61256 -0.10263 1.51818
N -0.57177 -1.45039 1.57234
C 0.12530 -1.96144 2.75009
C 0.54995 -0.68566 3.47278
N 0.01521 0.36612 2.61017
H -0.95537 -2.04892 0.84830
H 0.99049 -2.56608 2.44297
H -0.55694 -2.57703 3.35173
H 1.64312 -0.60395 3.53471
H 0.10454 -0.58967 4.47169
H 0.13170 1.35859 2.80178
*
```

Its energy above the lowest of the compared OMol25 structures with the same formula, charge and spin is 0.00 kcal per mole. For the LUMO energy (alpha / beta), the calculation gives 2.903 / 2.884 eV. Its total energy is -842.4542 Ha.

natural (NBO) atomic charge list, values in e, 2 entries:
1. C -0.985
2. Pt -0.202

=====

Record 4
Below is the molecule C5H11NO in a non-equilibrium geometry, with properties calculated with ωB97M-V with the def2-TZVPD basis set.

The geometry in ORCA input format:
```
! wB97M-V def2-TZVPD RIJCOSX def2/J DEFGRID3
* xyz 0 1
C 1.92288 -0.93996 1.63828
C 0.79249 -0.02934 1.21589
C 0.37071 -0.18599 -0.20282
O 0.80773 -1.08311 -0.96273
N -0.83681 0.46038 -0.59635
C -1.67870 -0.10802 -1.58052
C -1.18989 1.69397 0.17516
H 2.26401 -0.46838 2.56077
H 1.54861 -1.95959 1.79203
H 2.70158 -0.98011 0.92831
H 1.15802 0.98061 1.49720
H -0.10286 -0.24200 1.89586
H -2.73038 0.02230 -1.32826
H -1.47053 0.22396 -2.60716
H -1.41000 -1.04172 -1.44415
H -1.39845 1.67620 1.27492
H -0.40061 2.41374 0.00792
H -2.06847 2.23317 -0.17711
*
```

Its energy above the lowest of the compared OMol25 structures with the same formula, charge and spin is 38.97 kcal per mole. The SMILES is CCC(=O)N(C)C. For the LUMO energy, the calculation gives 0.793 eV. Its total energy is -327.0692 Ha.

natural (NBO) atomic charge list, values in e, 2 entries:
1. C -0.591
2. C -0.503

=====

Record 5
Below is a cluster of 3 separate species, C2H11N2O2 in total in a non-equilibrium geometry, with properties calculated with ωB97M-V with the def2-TZVPD basis set.

The geometry in ORCA input format:
```
! wB97M-V def2-TZVPD RIJCOSX def2/J DEFGRID3
* xyz 1 1
C -2.00912 0.38752 0.68246
C -1.91318 -0.66969 -0.14054
N -0.63367 -1.02802 -0.77257
N -0.98943 1.12709 1.17378
H -2.97793 0.84036 0.83721
H -2.79375 -1.15150 -0.52872
H 0.14559 -0.77335 -0.16772
H -0.47837 -0.46089 -1.61191
H -0.52900 -2.02396 -0.99511
H -1.24313 1.81457 1.86215
H -0.04311 0.82411 1.30534
H 4.41080 -3.58082 -0.68463
H 3.52001 -3.83327 0.46606
O 3.47166 -3.72426 -0.49418
H 0.23588 4.61730 0.03085
H 1.14756 3.87015 -0.89910
O 0.67919 3.76465 -0.06339
*
```

Its energy above the lowest of the compared OMol25 structures with the same formula, charge and spin is 45.14 kcal per mole. For the LUMO energy, the calculation gives -3.588 eV. Its total energy is -342.5165 Ha.

natural (NBO) atomic charge list, values in e, 2 entries:
1. C 0.074
2. C -0.256